DFT (ωB97M-V/def2-TZVPD) results for a 10-piece molecular cluster, C32H48B2O40 overall in a non-equilibrium geometry.

Total energy (eV): -117223.949
Kohn-Sham gap (eV): 8.2
Largest force on an atom (eV Å⁻¹): 6.1

```
! RIJCOSX wB97M-V def2-TZVPD def2/J DEFGRID3
* xyz -2 1
O 6.812 16.447 -4.941
O 16.444 13.498 -7.266
C 8.241 19.519 -5.424
H 10.588 22.862 -5.057
H 16.842 18.142 -9.318
C 15.009 17.590 -6.253
O 18.313 14.942 -2.576
H 16.980 15.241 -6.083
H 17.362 12.574 -0.686
C 11.448 17.654 -8.901
H 13.581 21.483 -13.812
O 5.413 14.629 -4.234
O 15.371 11.370 -4.104
H 17.892 13.302 0.829
O 13.859 10.076 -3.118
O 10.681 13.024 -8.465
O 15.998 18.170 -5.701
H 7.992 14.369 -6.007
C 15.853 13.066 -10.776
C 20.852 20.626 -10.820
C 8.088 17.509 -11.382
H 7.900 15.308 -9.047
O 5.091 17.972 -5.279
H 14.815 13.016 -11.104
H 12.255 12.414 -6.149
H 12.015 18.065 -14.113
H 11.009 18.058 -12.532
H 12.424 19.613 -6.285
C 4.542 16.936 -4.855
O 10.151 22.714 -6.960
O 17.138 14.858 -8.961
O 10.341 18.162 -9.226
H 17.521 17.416 -7.753
H 7.125 16.935 -8.990
H 18.886 13.404 -0.579
O 11.650 19.890 -13.325
C 12.766 22.184 -13.631
H 13.438 13.393 -5.159
O 10.354 14.904 -7.348
H 13.861 20.575 -6.418
O 15.773 12.887 -9.329
B 13.233 16.970 -7.610
O 16.753 16.439 -1.803
H 16.519 13.744 -5.317
C 14.235 10.975 -4.051
H 10.355 18.473 -14.094
H 14.027 12.387 -6.374
H 14.751 9.526 -1.234
O 8.206 17.373 -12.723
O 7.020 18.073 -6.724
C 10.980 21.782 -7.367
H 16.342 12.225 -11.268
H 7.912 15.443 -13.177
H 17.183 19.120 -7.889
H 15.856 9.632 -2.527
O 18.751 18.540 -8.899
O 11.944 17.696 -7.700
C 11.252 20.736 -12.419
O 11.899 21.945 -12.554
O 13.380 15.977 -6.548
H 7.870 12.678 -5.512
C 13.220 12.440 -5.642
C 11.915 13.412 -9.093
H 16.091 14.020 -11.245
O 13.277 16.263 -8.951
H 12.057 12.706 -9.911
H 12.235 22.188 -14.583
C 17.074 14.158 -6.159
O 13.255 11.291 -4.808
O 17.103 14.600 -0.605
C 12.837 20.492 -6.780
B 6.583 17.844 -5.371
O 14.570 15.675 -4.665
H 14.722 8.342 -2.543
C 17.504 18.248 -8.458
C 17.847 13.447 -0.250
C 8.713 16.171 -13.300
C 18.908 19.449 -9.915
O 10.686 21.162 -8.400
H 17.509 17.145 -3.647
H 15.919 17.724 -3.148
O 11.972 16.257 -10.805
H 11.305 24.265 -5.900
H 18.150 13.987 -6.103
H 9.235 13.725 -5.010
O 9.188 13.029 -7.025
C 14.337 16.274 -5.740
O 7.379 18.826 -4.604
C 16.902 17.422 -2.785
H 12.716 13.505 -8.360
O 8.916 20.501 -5.149
H 17.289 18.387 -2.458
C 5.577 15.857 -4.546
C 7.978 16.354 -9.341
O 8.049 18.625 -10.803
O 20.241 19.653 -10.019
O 3.382 16.699 -4.657
C 12.216 16.657 -9.711
C 8.563 13.458 -5.826
C 10.033 13.770 -7.625
C 16.500 13.899 -8.536
H 12.915 20.280 -7.847
H 9.612 16.076 -12.690
C 10.468 23.567 -5.880
H 9.613 24.190 -5.620
O 17.996 20.043 -10.544
O 10.399 20.509 -11.532
H 20.561 21.631 -10.512
O 8.092 16.346 -10.739
C 7.872 19.061 -6.813
C 17.469 15.281 -1.759
H 20.614 20.462 -11.871
O 8.284 19.544 -7.856
O 14.393 17.890 -7.383
C 14.812 9.404 -2.316
H 8.815 16.709 -8.740
H 21.929 20.516 -10.691
H 9.076 16.196 -14.328
O 12.083 21.679 -6.592
C 11.256 18.529 -13.483
H 13.142 23.193 -13.469
H 11.652 14.312 -9.650
*
```